A molecular structure, C22H28FeN4OS3. Source: the Open Molecules 2025 dataset; level of theory: wB97M-V/def2-TZVPD.

Values from the calculation:
2S+1: 6
E in eV: -98163.5565
HOMO energy (spin up / spin down) in Eh: -0.403 / -0.403
Charge: +1
E_LUMO (spin up / spin down) in Ha: -0.1162 / -0.1639
⟨S²⟩: 8.78

Last column: Löwdin charge in e.
CARTESIAN COORDINATES (ANGSTROEM)
Fe 0.60 -1.17 -0.59  0.68
C 0.09 2.19 -1.74  -0.02
C -0.14 1.27 -0.59  -0.29
N 0.97 0.77 -0.04  -0.04
N 0.84 0.41 1.29  -0.06
C 1.56 -0.59 1.76  -1.07
S 2.46 -1.71 0.77  0.71
S 1.49 -0.86 3.47  0.96
C 0.28 0.37 4.04  -0.40
C 0.74 1.81 4.06  -0.30
C 0.01 2.76 3.35  -0.05
C 0.38 4.10 3.38  -0.08
C 1.50 4.49 4.10  -0.08
C 2.23 3.55 4.81  -0.07
C 1.85 2.22 4.79  -0.05
C -1.45 1.08 0.00  -0.13
C -2.41 2.12 -0.03  -0.02
C -3.60 1.99 0.63  -0.07
C -3.87 0.79 1.32  -0.05
C -2.98 -0.26 1.31  0.00
C -1.76 -0.15 0.62  -0.35
O -0.99 -1.23 0.53  -0.18
H 1.09 2.05 -2.16  0.07
H -0.67 2.11 -2.51  0.09
H 0.06 3.21 -1.35  0.11
H -0.63 0.25 3.45  0.07
H 0.08 0.02 5.05  0.09
H -0.86 2.45 2.79  0.10
H -0.20 4.83 2.83  0.10
H 1.79 5.54 4.12  0.10
H 3.10 3.85 5.38  0.11
H 2.42 1.48 5.34  0.11
H -2.18 3.05 -0.53  0.12
H -4.32 2.79 0.63  0.11
H -4.81 0.68 1.85  0.11
H -3.20 -1.19 1.81  0.12
C -1.22 -3.16 -2.07  -0.16
C 0.12 -3.78 -2.43  -0.17
N 1.17 -3.23 -1.56  -0.15
C 2.50 -3.21 -2.18  -0.26
C 2.65 -2.10 -3.24  -0.40
S 1.65 -0.61 -2.95  0.95
C 0.23 -0.91 -4.06  -0.39
C -1.12 -1.02 -3.36  -0.22
N -1.10 -1.69 -2.05  -0.12
H -1.99 -3.49 -2.77  0.13
H -1.51 -3.47 -1.07  0.13
H 0.06 -4.87 -2.35  0.14
H 0.38 -3.56 -3.46  0.11
H 1.23 -3.78 -0.71  0.11
H 3.23 -3.05 -1.38  0.07
H 2.73 -4.17 -2.64  0.13
H 3.69 -1.77 -3.27  0.09
H 2.40 -2.46 -4.23  0.08
H 0.20 -0.07 -4.76  0.09
H 0.46 -1.80 -4.65  0.07
H -1.52 -0.02 -3.19  0.11
H -1.82 -1.53 -4.04  0.13
H -1.89 -1.34 -1.51  0.11